{"formula": "C24H42FNO19P", "method": "the ωB97M-V functional and the def2-TZVPD basis", "symbols": ["O", "C", "O", "C", "C", "C", "O", "P", "F", "C", "C", "C", "C", "N", "C", "O", "H", "H", "H", "H", "H", "H", "H", "H", "H", "H", "H", "H", "C", "O", "C", "O", "O", "C", "H", "H", "H", "H", "H", "H", "C", "O", "C", "O", "O", "C", "H", "H", "H", "H", "H", "H", "C", "O", "C", "O", "O", "C", "H", "H", "H", "H", "H", "H", "C", "O", "C", "O", "O", "C", "H", "H", "H", "H", "H", "H", "C", "O", "C", "O", "O", "C", "H", "H", "H", "H", "H", "H"], "coordinates": [[-3.386, 0.703, 3.176], [-2.803, 0.467, 2.159], [-1.487, 0.815, 1.992], [-3.415, -0.228, 0.959], [-3.575, -1.755, 1.259], [-2.995, -2.656, 0.152], [-2.236, -3.676, 0.728], [-2.261, -3.616, 2.489], [-3.876, -4.193, 2.411], [-0.412, -3.180, 2.512], [0.241, -2.438, 1.526], [1.621, -2.219, 1.642], [2.270, -2.764, 2.741], [1.696, -3.463, 3.719], [0.383, -3.645, 3.566], [-2.782, -2.005, 2.394], [-1.013, 0.537, 2.784], [-4.359, 0.275, 0.756], [-2.712, -0.141, 0.128], [-4.647, -1.942, 1.373], [-2.374, -2.038, -0.528], [-3.740, -3.099, -0.521], [-1.855, -5.004, 2.497], [-2.318, -3.633, 3.915], [-0.321, -2.051, 0.687], [2.167, -1.671, 0.886], [3.345, -2.610, 2.813], [-0.115, -4.233, 4.334], [-6.503, 2.227, 2.221], [-7.102, 2.820, 1.061], [-8.286, 2.314, 0.731], [-8.873, 1.440, 1.310], [-8.719, 2.949, -0.363], [-9.988, 2.497, -0.830], [-5.552, 2.726, 2.376], [-7.133, 2.376, 3.096], [-6.323, 1.166, 2.064], [-10.756, 2.659, -0.075], [-9.945, 1.444, -1.101], [-10.222, 3.086, -1.712], [4.165, 1.522, -1.608], [3.100, 2.372, -1.178], [2.423, 1.896, -0.126], [2.651, 0.866, 0.444], [1.451, 2.759, 0.168], [0.621, 2.342, 1.262], [4.632, 2.007, -2.463], [4.905, 1.400, -0.819], [3.775, 0.554, -1.916], [1.209, 2.236, 2.172], [0.118, 1.406, 1.028], [-0.124, 3.119, 1.404], [9.137, -2.861, 2.610], [7.739, -2.909, 2.881], [7.195, -4.120, 2.725], [7.786, -5.113, 2.390], [5.901, -4.029, 3.004], [5.178, -5.258, 2.879], [9.450, -1.833, 2.772], [9.684, -3.514, 3.288], [9.340, -3.140, 1.577], [5.568, -6.003, 3.570], [5.225, -5.627, 1.857], [4.142, -5.043, 3.131], [0.501, -3.046, -2.026], [1.218, -1.810, -2.100], [0.617, -0.867, -2.817], [-0.419, -0.976, -3.417], [1.354, 0.243, -2.725], [0.818, 1.371, -3.425], [1.094, -3.714, -1.408], [-0.465, -2.895, -1.551], [0.375, -3.486, -3.015], [-0.160, 1.639, -3.030], [0.752, 1.167, -4.492], [1.505, 2.196, -3.262], [2.862, 5.133, -3.161], [2.418, 6.168, -4.049], [1.493, 5.761, -4.919], [1.032, 4.652, -4.986], [1.170, 6.790, -5.701], [0.180, 6.484, -6.683], [3.601, 5.567, -2.495], [2.032, 4.751, -2.572], [3.322, 4.325, -3.728], [-0.750, 6.176, -6.208], [0.533, 5.705, -7.357], [0.009, 7.397, -7.247]], "lumo_ev": 2.0, "charge": -1, "orbital_gap_ev": 7.286, "fmax_ev_per_a": 2.31, "e_homo_ev": -5.31}

---

{"formula": "C24H42N2O8S", "method": "the ωB97M-V functional and the def2-TZVPD basis", "symbols": ["C", "C", "C", "C", "C", "C", "O", "C", "O", "C", "C", "C", "C", "N", "C", "N", "C", "C", "C", "O", "S", "O", "O", "C", "C", "C", "O", "C", "C", "C", "C", "O", "C", "C", "O", "H", "H", "H", "H", "H", "H", "H", "H", "H", "H", "H", "H", "H", "H", "H", "H", "H", "H", "H", "H", "H", "H", "H", "H", "H", "H", "H", "H", "H", "H", "H", "H", "H", "H", "H", "H", "H", "H", "H", "H", "H", "H"], "coordinates": [[-1.438, 3.505, 2.024], [-1.570, 2.764, 1.063], [-1.694, 1.684, -0.034], [-0.513, 0.648, -0.244], [-0.778, -0.591, 0.733], [-1.435, -0.288, 2.140], [-2.894, -0.458, 2.133], [-3.405, 0.039, 3.354], [-3.366, -0.671, 4.342], [-3.985, 1.491, 3.534], [-4.744, 2.070, 2.260], [-0.783, 0.088, -1.761], [-0.210, -1.357, -2.064], [-0.596, -1.681, -3.503], [0.626, -2.309, -4.130], [-2.200, 0.075, -2.150], [-3.134, -0.903, -1.675], [-4.177, -1.249, -2.862], [-0.136, 1.034, -2.914], [-0.231, 2.441, -2.697], [1.064, 3.160, -1.867], [2.236, 2.697, -2.667], [1.153, 2.617, -0.310], [0.963, 1.218, 0.004], [2.185, 0.424, -0.616], [2.706, -0.892, 0.073], [3.957, -1.242, -0.593], [3.755, -2.254, -1.582], [3.563, -3.727, -0.957], [1.317, 1.265, 1.591], [2.708, 1.980, 1.892], [2.844, 1.976, 3.368], [3.935, 1.138, 3.667], [3.757, -0.418, 3.911], [5.050, 1.605, 3.761], [-1.364, 4.431, 2.649], [-1.974, 2.292, -0.953], [-2.650, 1.101, 0.176], [0.197, -1.124, 0.980], [-1.433, -1.401, 0.312], [-1.096, 0.655, 2.647], [-1.078, -1.129, 2.828], [-4.752, 1.423, 4.370], [-3.207, 2.223, 3.904], [-4.802, 1.319, 1.424], [-4.228, 3.023, 1.959], [-5.819, 2.359, 2.495], [0.901, -1.485, -2.029], [-0.654, -2.201, -1.461], [-1.264, -2.462, -3.454], [0.372, -2.701, -5.165], [1.403, -1.480, -4.179], [0.999, -3.196, -3.532], [-2.562, 0.945, -2.518], [-3.797, -0.456, -0.851], [-2.781, -1.890, -1.286], [-4.316, -0.279, -3.440], [-5.170, -1.610, -2.467], [-3.683, -1.986, -3.558], [0.852, 0.638, -3.303], [-0.795, 0.860, -3.830], [2.127, 0.181, -1.716], [3.069, 1.146, -0.604], [2.968, -0.822, 1.163], [1.949, -1.721, -0.107], [4.731, -2.318, -2.164], [2.966, -2.008, -2.355], [3.310, -3.683, 0.137], [4.566, -4.261, -1.029], [2.851, -4.359, -1.570], [0.573, 1.862, 2.184], [1.367, 0.253, 2.069], [3.597, 1.392, 1.501], [2.746, 3.059, 1.589], [2.785, -0.823, 3.514], [3.862, -0.572, 5.030], [4.589, -1.005, 3.409]], "lumo_ev": 0.4, "orbital_gap_ev": 9.042, "fmax_ev_per_a": 3.46, "e_homo_ev": -8.68}

---

{"formula": "C24H42N6", "method": "the ωB97M-V functional and the def2-TZVPD basis", "symbols": ["C", "C", "C", "C", "N", "H", "H", "H", "H", "H", "H", "H", "C", "C", "C", "C", "N", "H", "H", "H", "H", "H", "H", "H", "C", "C", "C", "C", "N", "H", "H", "H", "H", "H", "H", "H", "C", "C", "C", "C", "N", "H", "H", "H", "H", "H", "H", "H", "C", "C", "C", "C", "N", "H", "H", "H", "H", "H", "H", "H", "C", "C", "C", "C", "N", "H", "H", "H", "H", "H", "H", "H"], "coordinates": [[-13.822, -23.934, 22.243], [-15.168, -23.270, 22.207], [-15.356, -21.936, 21.467], [-16.742, -21.387, 21.518], [-17.818, -20.945, 21.670], [-13.834, -24.850, 22.834], [-13.096, -23.228, 22.647], [-13.397, -24.160, 21.265], [-15.394, -23.071, 23.255], [-15.988, -23.938, 21.946], [-15.202, -21.965, 20.388], [-14.733, -21.107, 21.801], [-12.175, -18.396, 17.129], [-11.196, -19.148, 16.282], [-10.564, -18.166, 15.282], [-11.430, -17.895, 14.135], [-12.090, -17.671, 13.244], [-11.650, -17.814, 17.886], [-12.996, -19.005, 17.506], [-12.746, -17.760, 16.452], [-11.674, -20.003, 15.804], [-10.419, -19.568, 16.921], [-9.602, -18.517, 14.910], [-10.391, -17.206, 15.770], [-19.504, -16.312, 19.263], [-18.607, -17.616, 19.414], [-17.175, -17.340, 20.072], [-16.568, -16.113, 19.627], [-16.121, -15.126, 19.255], [-20.559, -16.493, 19.057], [-19.320, -15.735, 18.356], [-19.574, -15.744, 20.190], [-18.306, -17.884, 18.401], [-19.193, -18.473, 19.746], [-16.543, -18.219, 20.196], [-17.512, -17.118, 21.085], [-13.097, -18.756, 21.104], [-12.779, -20.090, 20.637], [-11.300, -20.289, 20.067], [-10.347, -20.101, 21.096], [-9.636, -19.875, 21.906], [-12.790, -17.954, 20.433], [-12.583, -18.535, 22.039], [-14.162, -18.672, 21.324], [-13.420, -20.542, 19.880], [-12.838, -20.817, 21.447], [-11.078, -19.495, 19.355], [-11.078, -21.235, 19.572], [-18.488, -14.346, 23.200], [-17.329, -13.526, 22.686], [-15.890, -13.899, 23.124], [-15.619, -15.325, 22.884], [-15.288, -16.459, 22.696], [-18.306, -15.408, 23.033], [-19.438, -14.008, 22.787], [-18.456, -14.183, 24.277], [-17.488, -12.461, 22.857], [-17.300, -13.661, 21.605], [-15.941, -13.883, 24.212], [-15.102, -13.227, 22.783], [-6.941, -23.004, 18.091], [-7.938, -21.878, 18.594], [-7.581, -20.421, 17.985], [-7.525, -20.297, 16.539], [-7.393, -20.178, 15.403], [-5.991, -22.827, 18.595], [-6.877, -23.166, 17.015], [-7.148, -23.990, 18.509], [-8.040, -21.773, 19.675], [-8.948, -22.043, 18.220], [-6.533, -20.218, 18.204], [-8.149, -19.577, 18.377]], "s2": 0.763, "lumo_ev": [-4.0, -11.1], "charge": 1, "spin_multiplicity": 2, "de_lowest_kj_mol": 207.8, "orbital_gap_ev": [8.931, 1.854], "fmax_ev_per_a": 6.76, "e_homo_ev": [-12.95, -12.95]}

---

{"formula": "C24H42O2P2Ru", "method": "the ωB97M-V functional and the def2-TZVPD basis", "symbols": ["Ru", "C", "C", "C", "C", "C", "C", "H", "H", "H", "C", "H", "H", "H", "C", "H", "H", "H", "C", "H", "H", "H", "C", "H", "H", "H", "C", "C", "C", "C", "C", "C", "C", "C", "H", "H", "H", "H", "H", "H", "H", "H", "H", "H", "H", "H", "P", "C", "C", "P", "C", "C", "C", "H", "H", "H", "H", "H", "H", "H", "H", "H", "H", "H", "H", "H", "H", "O", "C", "O", "H"], "coordinates": [[-0.092, 2.642, 0.415], [1.070, 0.321, -0.278], [1.663, 1.651, -0.219], [1.507, 0.727, 1.944], [0.991, -0.200, 1.032], [1.899, 1.929, 1.236], [0.843, -0.447, -1.522], [0.699, 0.266, -2.337], [-0.044, -1.089, -1.436], [1.695, -1.097, -1.788], [0.494, -1.550, 1.414], [0.091, -2.039, 0.527], [-0.293, -1.459, 2.175], [1.281, -2.191, 1.834], [1.744, 0.490, 3.389], [2.743, 0.840, 3.680], [1.688, -0.577, 3.653], [1.014, 1.019, 4.024], [2.950, 2.812, 1.833], [3.547, 3.297, 1.061], [3.622, 2.229, 2.480], [2.464, 3.568, 2.453], [2.362, 2.301, -1.355], [3.437, 2.074, -1.325], [2.225, 3.385, -1.313], [1.972, 1.940, -2.314], [-3.948, -0.991, -3.432], [-2.819, -0.838, -4.111], [-2.665, 0.245, -5.135], [-3.147, 1.697, -4.831], [-3.275, 2.110, -3.418], [-4.203, 1.953, -2.457], [-5.311, 0.946, -2.424], [-5.163, -0.116, -3.535], [-3.157, -0.097, -6.060], [-4.039, 1.944, -5.430], [-1.607, 0.343, -5.396], [-5.217, 0.385, -4.505], [-4.094, -1.858, -2.776], [-1.985, -1.553, -4.063], [-6.030, -0.767, -3.390], [-5.295, 0.431, -1.452], [-4.071, 2.513, -1.515], [-6.283, 1.467, -2.469], [-2.320, 2.316, -5.223], [-2.341, 2.622, -3.075], [-1.692, 3.952, -0.589], [-3.490, 4.818, -0.724], [-1.083, 5.193, -1.867], [0.057, 4.397, 1.523], [-1.602, 4.921, 1.011], [1.294, 5.431, 0.666], [0.011, 4.799, 3.258], [-4.075, 4.613, 0.186], [-4.078, 4.518, -1.601], [-3.368, 5.913, -0.788], [-1.715, 6.091, -1.914], [-1.178, 4.682, -2.836], [-0.037, 5.488, -1.739], [-0.734, 5.603, 3.349], [0.995, 5.126, 3.611], [-0.339, 3.896, 3.769], [-2.369, 4.675, 1.763], [-1.576, 5.990, 0.801], [2.099, 5.647, 1.382], [0.855, 6.362, 0.287], [1.730, 4.872, -0.174], [-1.447, 1.653, 2.956], [-2.303, 1.417, 2.060], [-2.128, 1.570, 0.788], [-3.306, 1.043, 2.329]], "s2": 6.036, "lumo_ev": [-5.9, -10.3], "charge": 2, "spin_multiplicity": 5, "de_lowest_kj_mol": 0.0, "orbital_gap_ev": [6.753, 3.040], "fmax_ev_per_a": 6.65, "e_homo_ev": [-12.69, -13.38]}

---

{"formula": "C24H43BrLuP2", "method": "the ωB97M-V functional and the def2-TZVPD basis", "symbols": ["Lu", "C", "C", "C", "C", "C", "C", "H", "H", "H", "C", "H", "H", "H", "C", "H", "H", "H", "C", "H", "H", "H", "C", "H", "H", "H", "C", "C", "C", "C", "C", "C", "C", "C", "H", "H", "H", "H", "H", "H", "H", "H", "H", "H", "H", "H", "P", "P", "C", "C", "H", "H", "H", "H", "C", "H", "H", "H", "C", "H", "H", "H", "C", "H", "H", "H", "C", "H", "H", "H", "Br"], "coordinates": [[0.158, -0.356, 0.703], [-0.561, -2.371, 2.063], [0.805, -2.496, 1.698], [0.618, -0.771, 3.231], [-0.672, -1.295, 3.018], [1.540, -1.526, 2.430], [-1.626, -3.345, 1.727], [-1.364, -3.882, 0.808], [-2.569, -2.829, 1.528], [-1.795, -4.087, 2.526], [-1.801, -1.199, 3.961], [-2.728, -1.549, 3.502], [-1.968, -0.163, 4.246], [-1.626, -1.782, 4.887], [0.995, 0.148, 4.326], [0.956, -0.358, 5.308], [0.299, 0.987, 4.329], [1.993, 0.558, 4.171], [3.011, -1.438, 2.528], [3.419, -1.935, 3.429], [3.344, -0.392, 2.524], [3.437, -1.906, 1.640], [1.428, -3.689, 1.082], [1.779, -4.398, 1.857], [2.274, -3.422, 0.444], [0.715, -4.199, 0.434], [-1.694, 0.406, -3.790], [-2.029, -0.847, -3.439], [-1.156, -2.062, -3.365], [0.351, -1.761, -3.043], [0.649, -0.625, -2.084], [0.807, 0.700, -2.362], [0.597, 1.466, -3.674], [-0.511, 0.881, -4.595], [-1.176, -2.683, -4.298], [0.838, -1.645, -4.036], [-1.585, -2.778, -2.640], [-0.053, 0.043, -5.155], [-2.441, 1.183, -3.614], [-3.112, -1.038, -3.386], [-0.812, 1.639, -5.372], [0.365, 2.531, -3.514], [1.422, 1.272, -1.633], [1.552, 1.537, -4.247], [0.796, -2.682, -2.607], [1.097, -1.037, -1.134], [-2.024, 1.718, -0.223], [1.554, 2.141, 0.480], [-1.020, 3.073, -0.905], [0.456, 3.346, -0.432], [-1.598, 3.957, -0.585], [-1.103, 3.066, -2.004], [1.029, 3.769, -1.272], [0.406, 4.121, 0.351], [2.272, 3.176, 1.800], [2.930, 2.522, 2.391], [1.496, 3.612, 2.436], [2.864, 3.948, 1.283], [3.255, 1.879, -0.227], [3.620, 2.793, -0.710], [3.384, 1.032, -0.908], [3.880, 1.656, 0.650], [-3.817, 1.896, -0.398], [-4.360, 1.030, 0.041], [-4.007, 1.883, -1.488], [-4.260, 2.829, 0.009], [-1.845, -0.189, -0.536], [-1.403, -1.213, -0.100], [-1.381, -0.091, -1.532], [-2.914, -0.475, -0.591], [-1.378, 1.713, 2.059]], "lumo_ev": [-2.5, -2.5], "charge": 1, "de_lowest_kj_mol": 807.3, "orbital_gap_ev": [5.166, 5.653], "fmax_ev_per_a": 2.65, "e_homo_ev": [-7.69, -8.18]}

---

{"formula": "C24H43Cl2EuN4O4SSi", "method": "the ωB97M-V functional and the def2-TZVPD basis", "symbols": ["C", "C", "H", "H", "H", "C", "C", "H", "H", "H", "H", "Eu", "Cl", "C", "O", "N", "C", "C", "H", "H", "H", "H", "H", "H", "H", "H", "H", "C", "C", "N", "H", "C", "O", "H", "H", "H", "H", "H", "H", "C", "C", "N", "H", "C", "O", "H", "H", "H", "H", "O", "C", "C", "C", "H", "C", "H", "C", "H", "C", "C", "H", "H", "H", "Si", "Cl", "C", "C", "C", "H", "H", "H", "H", "H", "H", "H", "H", "H", "S", "C", "N"], "coordinates": [[-0.850, -2.617, -4.114], [0.588, -2.573, -4.531], [-1.499, -2.246, -4.913], [-0.998, -1.997, -3.221], [-1.171, -3.644, -3.871], [1.009, -2.589, -5.801], [0.096, -2.652, -6.974], [2.075, -2.566, -6.030], [-0.781, -2.005, -6.862], [-0.262, -3.672, -7.164], [0.644, -2.329, -7.863], [-2.506, 0.779, 2.548], [-1.854, -1.537, 1.336], [0.401, -0.306, 3.154], [-0.156, 0.811, 2.984], [1.716, -0.456, 3.143], [2.563, 0.723, 3.015], [2.340, -1.769, 3.080], [-0.214, -1.200, 3.301], [1.954, 1.596, 3.266], [2.949, 0.813, 1.987], [3.422, 0.626, 3.687], [1.593, -2.540, 3.304], [3.167, -1.839, 3.796], [2.761, -1.972, 2.087], [-1.258, 4.523, 7.193], [-2.868, 2.825, 8.861], [-2.119, 4.439, 6.516], [-3.557, 2.980, 8.021], [-2.811, 3.172, 6.759], [-1.782, 4.475, 5.477], [-2.773, 2.207, 5.838], [-2.400, 2.326, 4.648], [-4.205, 2.096, 7.903], [-3.126, 1.224, 6.190], [-2.801, 5.263, 6.729], [-4.156, 3.867, 8.243], [-5.091, 2.396, -1.419], [-2.384, 1.523, -1.352], [-4.709, 3.363, -1.100], [-2.375, 2.619, -1.448], [-3.353, 3.247, -0.567], [-5.366, 3.759, -0.323], [-3.149, 3.226, 0.760], [-2.078, 2.891, 1.324], [-1.381, 2.991, -1.198], [-4.056, 3.427, 1.366], [-4.692, 4.050, -1.942], [-2.627, 2.873, -2.469], [1.371, -1.168, -2.792], [1.564, -2.446, -3.370], [3.873, -1.900, -4.396], [3.000, -2.790, -3.755], [3.542, -0.873, -4.592], [5.139, -2.352, -4.801], [1.234, -3.206, -2.645], [3.384, -4.122, -3.541], [5.810, -1.657, -5.309], [5.519, -3.675, -4.575], [4.637, -4.572, -3.959], [2.649, -4.789, -3.073], [6.492, -4.024, -4.906], [4.900, -5.620, -3.814], [1.743, -0.257, -1.463], [-4.497, 0.569, 0.543], [2.591, 1.268, -2.147], [3.046, -1.216, -0.514], [0.185, 0.113, -0.545], [3.416, 0.976, -2.814], [3.013, 1.884, -1.339], [1.895, 1.887, -2.732], [-0.596, 0.491, -1.214], [0.281, 0.820, 0.291], [-0.199, -0.827, -0.117], [3.837, -1.551, -1.203], [2.624, -2.116, -0.046], [3.531, -0.610, 0.264], [-4.322, -0.535, 4.410], [-5.379, 0.494, 5.119], [-6.154, 1.207, 5.678]], "s2": 15.759, "lumo_ev": [2.2, 2.2], "charge": -1, "spin_multiplicity": 8, "orbital_gap_ev": [5.381, 6.936], "fmax_ev_per_a": 3.60, "e_homo_ev": [-3.15, -4.70]}